Computed, not measured: a 10-piece molecular cluster, C85H176N10O9 overall at a distorted geometry, with ωB97M-V with the def2-TZVPD basis set.

Last columns: bonded neighbours and bond lengths (Å).
Atoms and positions in Å:
1 C -0.86038 -4.09152 2.07243  C2 1.526, H12 1.108, H13 1.109, H14 1.156
2 C -0.56208 -5.55979 2.36225  C1 1.526, C3 1.563, C4 1.544, N10 1.466
3 C -1.91595 -6.31323 2.15919  C2 1.563, H15 1.075, H16 1.082, H17 1.088
4 C 0.57855 -5.91734 1.38513  C2 1.544, C5 1.536, H18 1.107, H19 1.097
5 C 1.02178 -7.34651 1.73252  C4 1.536, C6 1.548, H20 1.073, H21 1.121
6 C 1.65020 -7.32114 3.14656  C5 1.548, C7 1.539, H22 1.078, H23 1.076
7 C 0.60429 -6.93711 4.20812  C6 1.539, C8 1.605, C9 1.589, N10 1.458
8 C -0.36395 -8.18871 4.47716  C7 1.605, H24 1.093, H25 1.101, H26 1.097
9 C 1.29281 -6.56954 5.59209  C7 1.589, H27 1.080, H28 1.115, H29 1.126
10 N -0.04487 -5.72457 3.72396  C2 1.466, C7 1.458, O11 1.432
11 O -1.05505 -5.36341 4.67237  N10 1.432, H30 0.965
12 H -1.04913 -3.89059 0.99884  C1 1.108
13 H -1.67174 -3.68298 2.70807  C1 1.109
14 H 0.10793 -3.47445 2.20593  C1 1.156
15 H -1.69073 -7.35835 2.27003  C3 1.075
16 H -2.61507 -5.97236 2.91109  C3 1.082
17 H -2.29298 -6.09667 1.16217  C3 1.088
18 H 0.32566 -5.85183 0.30913  C4 1.107
19 H 1.45455 -5.27464 1.53728  C4 1.097
20 H 0.23885 -8.07915 1.70106  C5 1.073
21 H 1.78698 -7.58888 0.95049  C5 1.121
22 H 2.40551 -6.55570 3.22202  C6 1.078
23 H 2.09608 -8.24668 3.46683  C6 1.076
24 H -0.60104 -8.82812 3.62301  C8 1.093
25 H -1.29378 -7.80868 4.92850  C8 1.101
26 H 0.21224 -8.81863 5.16561  C8 1.097
27 H 0.61598 -6.46375 6.42661  C9 1.080
28 H 1.85106 -5.60909 5.68775  C9 1.115
29 H 1.98677 -7.39364 5.92057  C9 1.126
30 H -0.59262 -4.55966 4.93846  O11 0.965
31 C -2.44042 -6.07421 -1.61067  C32 1.582, H42 1.075, H43 1.105, H44 1.088
32 C -1.48386 -6.54506 -2.78008  C31 1.582, C33 1.476, C34 1.567, N40 1.519
33 C -2.21208 -7.34338 -3.78535  C32 1.476, H45 1.109, H46 1.102, H47 1.050
34 C -0.87245 -5.20474 -3.31453  C32 1.567, C35 1.516, H48 1.062, H49 1.097
35 C 0.32011 -5.31128 -4.24482  C34 1.516, C36 1.522, H50 1.102, H51 1.086
36 C 1.39690 -6.08670 -3.49936  C35 1.522, C37 1.533, H52 1.061, H53 1.082
37 C 0.93186 -7.42683 -2.91921  C36 1.533, C38 1.580, C39 1.552, N40 1.475
38 C 0.73011 -8.57727 -3.98360  C37 1.580, H54 1.085, H55 1.110, H56 1.108
39 C 2.00386 -7.94007 -1.92051  C37 1.552, H57 1.099, H58 1.097, H59 1.127
40 N -0.28878 -7.21060 -2.12066  C32 1.519, C37 1.475, O41 1.431
41 O -0.72756 -8.44779 -1.55134  N40 1.431, H60 0.979
42 H -2.95792 -6.86547 -1.09993  C31 1.075
43 H -1.84358 -5.44397 -0.92716  C31 1.105
44 H -3.24474 -5.43947 -1.97567  C31 1.088
45 H -2.73036 -8.19743 -3.30445  C33 1.109
46 H -2.98910 -6.73325 -4.27248  C33 1.102
47 H -1.53949 -7.56707 -4.56034  C33 1.050
48 H -1.65034 -4.57955 -3.67621  C34 1.062
49 H -0.54935 -4.79140 -2.35069  C34 1.097
50 H 0.02216 -5.74214 -5.21381  C35 1.102
51 H 0.75598 -4.34749 -4.49291  C35 1.086
52 H 1.52337 -5.65914 -2.53645  C36 1.061
53 H 2.26755 -6.20885 -4.12954  C36 1.082
54 H -0.02754 -8.40003 -4.74041  C38 1.085
55 H 0.42379 -9.51493 -3.47400  C38 1.110
56 H 1.65799 -8.82057 -4.53761  C38 1.108
57 H 2.93117 -7.89430 -2.50797  C39 1.099
58 H 1.91283 -8.97245 -1.56120  C39 1.097
59 H 2.15660 -7.20884 -1.07619  C39 1.127
60 H -0.44468 -8.35801 -0.61879  O41 0.979
61 C -2.57870 5.03669 2.12061  C62 1.490, H72 1.111, H73 1.082, H74 1.173
62 C -3.76948 5.87305 1.79908  C61 1.490, C63 1.565, C64 1.583, N70 1.489
63 C -3.59997 7.22533 2.56890  C62 1.565, H75 1.113, H76 1.081, H77 1.120
64 C -3.76990 6.04231 0.22505  C62 1.583, C65 1.515, H78 1.060, H79 1.102
65 C -5.03003 6.73610 -0.24941  C64 1.515, C66 1.561, H80 1.105, H81 1.062
66 C -6.20195 5.76436 0.09741  C65 1.561, C67 1.557, H82 1.093, H83 1.094
67 C -6.35280 5.41917 1.60844  C66 1.557, C68 1.524, C69 1.530, N70 1.555
68 C -7.03725 6.58207 2.31661  C67 1.524, H84 1.053, H85 1.051, H86 1.097
69 C -7.10007 4.10218 1.82646  C67 1.530, H87 1.096, H88 1.084, H89 1.103
70 N -4.95347 5.05331 2.17822  C62 1.489, C67 1.555, O71 1.415
71 O -4.97117 4.83810 3.57678  N70 1.415, H90 0.994
72 H -2.43672 4.15546 1.45856  C61 1.111
73 H -1.66504 5.61537 2.09082  C61 1.082
74 H -2.67421 4.46743 3.14215  C61 1.173
75 H -2.74920 7.75842 2.08882  C63 1.113
76 H -4.53362 7.76882 2.59753  C63 1.081
77 H -3.34212 7.06522 3.64730  C63 1.120
78 H -2.93758 6.65554 -0.00743  C64 1.060
79 H -3.60435 5.06047 -0.24828  C64 1.102
80 H -5.25898 7.71147 0.21560  C65 1.105
81 H -4.97463 6.82150 -1.30690  C65 1.062
82 H -6.26105 4.92019 -0.59505  C66 1.093
83 H -7.14234 6.26910 -0.14295  C66 1.094
84 H -7.01445 6.51585 3.36774  C68 1.053
85 H -8.06739 6.65694 2.12058  C68 1.051
86 H -6.57339 7.56447 2.16276  C68 1.097
87 H -6.44052 3.37114 1.34559  C69 1.096
88 H -8.10437 4.03920 1.42242  C69 1.084
89 H -7.07273 3.85305 2.90068  C69 1.103
90 H -5.14355 5.69329 4.05289  O71 0.994
91 C 3.72968 6.16851 0.20909  C92 1.571, H102 1.122, H103 1.091, H104 1.132
92 C 3.22961 7.03705 1.41856  C91 1.571, C93 1.505, C94 1.542, N100 1.410
93 C 4.27290 8.09385 1.66047  C92 1.505, H105 1.100, H106 1.136, H107 1.115
94 C 1.96436 7.79654 0.97148  C92 1.542, C95 1.517, H108 1.093, H109 1.110
95 C 1.45094 8.56456 2.17520  C94 1.517, C96 1.540, H110 1.099, H111 1.068
96 C 1.01791 7.55804 3.25671  C95 1.540, C97 1.500, H112 1.089, H113 1.113
97 C 2.19408 6.77704 3.76453  C96 1.500, C98 1.584, C99 1.578, N100 1.509
98 C 3.19724 7.56324 4.70493  C97 1.584, H114 1.099, H115 1.075, H116 1.098
99 C 1.71427 5.52460 4.59554  C97 1.578, H117 1.045, H118 1.076, H119 1.103
100 N 2.86982 6.24153 2.52635  C92 1.410, C97 1.509, O101 1.380
101 O 3.86810 5.37039 2.91308  N100 1.380, H120 0.941
102 H 4.80632 5.93221 0.41770  C91 1.122
103 H 3.14046 5.29562 -0.07751  C91 1.091
104 H 3.82081 6.86394 -0.67888  C91 1.132
105 H 4.39048 8.75670 0.79055  C93 1.100
106 H 4.17913 8.75098 2.58208  C93 1.136
107 H 5.29547 7.65173 1.70532  C93 1.115
108 H 2.26954 8.54585 0.23600  C94 1.093
109 H 1.19867 7.07956 0.60998  C94 1.110
110 H 2.16554 9.36123 2.42476  C95 1.099
111 H 0.59760 9.12165 1.85461  C95 1.068
112 H 0.24387 6.92121 2.83164  C96 1.089
113 H 0.60713 8.04439 4.17010  C96 1.113
114 H 4.07100 6.90080 4.77436  C98 1.099
115 H 2.79828 7.61789 5.70141  C98 1.075
116 H 3.42756 8.59618 4.41303  C98 1.098
117 H 1.09336 5.02867 3.91737  C99 1.045
118 H 1.16564 5.83277 5.46865  C99 1.076
119 H 2.55763 4.90408 4.94346  C99 1.103
120 H 4.67371 5.84712 3.01184  O101 0.941
121 C -4.51406 0.53148 6.31111  C122 1.543, H132 1.102, H133 1.095, H134 1.134
122 C -3.81667 0.51992 4.93441  C121 1.543, C123 1.614, C124 1.551, N130 1.461
123 C -3.66796 2.07311 4.52208  C122 1.614, H135 1.069, H136 1.105, H137 1.122
124 C -2.41903 -0.14837 4.86357  C122 1.551, C125 1.518, H138 1.049, H139 1.172
125 C -2.49604 -1.62835 5.19070  C124 1.518, C126 1.453, H140 1.086, H141 1.087
126 C -3.26456 -2.25076 4.12668  C125 1.453, C127 1.539, H142 1.137, H143 1.077
127 C -4.66007 -1.63847 3.91482  C126 1.539, C128 1.533, C129 1.541, N130 1.495
128 C -5.27436 -2.19430 2.62449  C127 1.533, H144 1.113, H145 1.112, H146 1.095
129 C -5.62961 -2.12141 5.01057  C127 1.541, H147 1.061, H148 1.110, H149 1.124
130 N -4.60534 -0.14426 3.89902  C122 1.461, C127 1.495, O131 1.504
131 O -6.04429 0.28175 4.00027  N130 1.504, H150 0.951
132 H -5.56600 0.76657 6.08066  C121 1.102
133 H -4.41147 -0.32810 6.98108  C121 1.095
134 H -4.07537 1.41164 6.87668  C121 1.134
135 H -2.94563 2.65835 5.05060  C123 1.069
136 H -3.38175 2.08250 3.45522  C123 1.105
137 H -4.71196 2.47135 4.62003  C123 1.122
138 H -1.99107 0.01460 3.92008  C124 1.049
139 H -1.72348 0.25773 5.71476  C124 1.172
140 H -1.48738 -2.02741 5.25187  C125 1.086
141 H -2.94404 -1.81380 6.16342  C125 1.087
142 H -3.45034 -3.35820 4.30334  C126 1.137
143 H -2.78813 -2.18489 3.16307  C126 1.077
144 H -6.36468 -1.97404 2.58967  C128 1.113
145 H -5.25833 -3.30649 2.61428  C128 1.112
146 H -4.79627 -1.87773 1.69185  C128 1.095
147 H -5.96903 -3.10049 4.78229  C129 1.061
148 H -6.53131 -1.50620 5.21019  C129 1.110
149 H -5.14939 -2.12308 6.02705  C129 1.124
150 H -6.06458 0.79634 3.20042  O131 0.951
151 C 2.24407 1.77320 2.82874  C152 1.518, H162 1.109, H163 1.089, H164 1.065
152 C 1.17572 2.01626 1.77863  C151 1.518, C153 1.540, C154 1.537, N160 1.528
153 C -0.06841 2.54010 2.52019  C152 1.540, H165 1.084, H166 1.085, H167 1.126
154 C 1.66766 2.93814 0.65163  C152 1.537, C155 1.502, H168 1.073, H169 1.100
155 C 0.68200 3.15608 -0.46043  C154 1.502, C156 1.530, H170 1.098, H171 1.065
156 C 0.48382 1.82168 -1.18192  C155 1.530, C157 1.545, H172 1.067, H173 1.089
157 C 0.08729 0.71949 -0.17403  C156 1.545, C158 1.508, C159 1.515, N160 1.509
158 C -1.35462 0.81980 0.25459  C157 1.508, H174 1.084, H175 1.081, H176 1.119
159 C 0.38718 -0.53903 -0.96296  C157 1.515, H177 1.112, H178 1.083, H179 1.091
160 N 1.00120 0.69782 1.02710  C152 1.528, C157 1.509, O161 1.424
161 O 0.57595 -0.33710 1.90789  N160 1.424, H180 0.986
162 H 2.60242 2.76280 3.17866  C151 1.109
163 H 1.67227 1.37544 3.66646  C151 1.089
164 H 3.13524 1.30298 2.48413  C151 1.065
165 H 0.34583 2.94256 3.43778  C153 1.084
166 H -0.61644 3.33102 2.01983  C153 1.085
167 H -0.79380 1.72104 2.78761  C153 1.126
168 H 2.02077 3.83829 1.11625  C154 1.073
169 H 2.60275 2.45593 0.33183  C154 1.100
170 H -0.28777 3.39568 -0.00397  C155 1.098
171 H 1.00407 4.01964 -0.99493  C155 1.065
172 H 1.41392 1.51334 -1.60446  C156 1.067
173 H -0.23083 1.89955 -2.00045  C156 1.089
174 H -1.66227 1.79960 0.60204  C158 1.084
175 H -1.49867 0.10264 1.04998  C158 1.081
176 H -2.08057 0.68063 -0.58613  C158 1.119
177 H -0.05980 -0.55128 -1.98130  C159 1.112
178 H -0.04776 -1.41482 -0.49689  C159 1.083
179 H 1.43942 -0.82204 -1.02605  C159 1.091
180 H 1.42266 -0.81012 2.08776  O161 0.986
181 C 4.70150 -1.46858 -6.83098  C182 1.575, H192 1.132, H193 1.081, H194 1.094
182 C 3.77667 -2.55699 -6.16723  C181 1.575, C183 1.575, C184 1.578, N190 1.498
183 C 4.54121 -3.92005 -5.96875  C182 1.575, H195 1.122, H196 1.049, H197 1.113
184 C 3.45738 -1.95207 -4.74483  C182 1.578, C185 1.544, H198 1.073, H199 1.073
185 C 2.52501 -0.72203 -4.77593  C184 1.544, C186 1.505, H200 1.090, H201 1.129
186 C 1.28784 -1.06315 -5.56269  C185 1.505, C187 1.527, H202 1.120, H203 1.086
187 C 1.55880 -1.52307 -6.99301  C186 1.527, C188 1.543, C189 1.535, N190 1.467
188 C 0.31984 -2.11682 -7.69612  C187 1.543, H204 1.100, H205 1.110, H206 1.085
189 C 1.88615 -0.31294 -7.87891  C187 1.535, H207 1.117, H208 1.128, H209 1.075
190 N 2.50275 -2.64572 -6.95039  C182 1.498, C187 1.467, O191 1.442
191 O 2.84477 -2.98181 -8.30981  N190 1.442, H210 0.958
192 H 5.76343 -1.44784 -6.43840  C181 1.132
193 H 4.87269 -1.64228 -7.88365  C181 1.081
194 H 4.34476 -0.45193 -6.64231  C181 1.094
195 H 5.61081 -3.75765 -5.67273  C183 1.122
196 H 4.11517 -4.47610 -5.18766  C183 1.049
197 H 4.60985 -4.46132 -6.93831  C183 1.113
198 H 3.02220 -2.67567 -4.08342  C184 1.073
199 H 4.41870 -1.66894 -4.36043  C184 1.073
200 H 2.16511 -0.40226 -3.79839  C185 1.090
201 H 3.11130 0.06993 -5.32764  C185 1.129
202 H 0.58273 -0.19327 -5.57261  C186 1.120
203 H 0.87705 -1.90869 -5.01853  C186 1.086
204 H -0.00640 -3.11555 -7.36902  C188 1.100
205 H 0.63267 -2.28739 -8.74693  C188 1.110
206 H -0.50927 -1.42025 -7.63185  C188 1.085
207 H 0.90947 0.22354 -7.95208  C189 1.117
208 H 2.19875 -0.51287 -8.94388  C189 1.128
209 H 2.62168 0.32576 -7.42347  C189 1.075
210 H 2.35211 -3.77552 -8.52162  O191 0.958
211 C 7.48541 -2.95825 3.44078  C212 1.595, H222 1.129, H223 1.058, H224 1.075
212 C 7.01047 -2.57552 1.96701  C211 1.595, C213 1.565, C214 1.548, N220 1.433
213 C 7.78692 -1.31309 1.46388  C212 1.565, H225 1.090, H226 1.058, H227 1.113
214 C 7.16170 -3.74715 0.96616  C212 1.548, C215 1.504, H228 1.105, H229 1.098
215 C 6.19914 -4.88726 1.15190  C214 1.504, C216 1.511, H230 1.112, H231 1.098
216 C 4.81804 -4.33817 0.87778  C215 1.511, C217 1.507, H232 1.116, H233 1.081
217 C 4.53587 -3.26089 1.89364  C216 1.507, C218 1.530, C219 1.534, N220 1.495
218 C 3.20947 -2.54106 1.64065  C217 1.530, H234 1.093, H235 1.115, H236 1.115
219 C 4.35410 -3.90787 3.27290  C217 1.534, H237 1.098, H238 1.010, H239 1.130
220 N 5.62155 -2.23343 1.88890  C212 1.433, C217 1.495, O221 1.434
221 O 5.32773 -1.15636 2.78841  N220 1.434, H240 0.983
222 H 7.16420 -2.09369 4.09145  C211 1.129
223 H 7.08709 -3.88353 3.76272  C211 1.058
224 H 8.56046 -2.94386 3.46279  C211 1.075
225 H 7.91695 -0.76145 2.39519  C213 1.090
226 H 8.75570 -1.58068 1.13211  C213 1.058
227 H 7.33586 -0.72525 0.63398  C213 1.113
228 H 7.03594 -3.27612 -0.02568  C214 1.105
229 H 8.24075 -3.94837 0.93515  C214 1.098
230 H 6.44403 -5.59295 0.32841  C215 1.112
231 H 6.35450 -5.45336 2.08031  C215 1.098
232 H 4.00550 -5.10117 0.82071  C216 1.116
233 H 4.86707 -3.93127 -0.12212  C216 1.081
234 H 2.50206 -3.35444 1.45713  C218 1.093
235 H 3.30280 -1.80364 0.81000  C218 1.115
236 H 2.90248 -2.08502 2.61039  C218 1.115
237 H 3.66873 -4.74993 3.10609  C219 1.098
238 H 3.96713 -3.35656 4.02573  C219 1.010
239 H 5.33082 -4.32159 3.66233  C219 1.130
240 H 5.34907 -1.48560 3.71465  O221 0.983
241 C -4.77112 6.02718 -4.82429  C242 1.537, H252 1.070, H253 1.104, H254 1.086
242 C -5.21518 4.56063 -4.71077  C241 1.537, C243 1.546, C244 1.579, N250 1.475
243 C -6.51455 4.54123 -3.87338  C242 1.546, H255 1.094, H256 1.095, H257 1.091
244 C -5.46636 3.76103 -6.04869  C242 1.579, C245 1.544, H258 1.093, H259 1.127
245 C -4.15074 3.70239 -6.85508  C244 1.544, C246 1.525, H260 1.114, H261 1.071
246 C -3.05786 3.03870 -6.02394  C245 1.525, C247 1.542, H262 1.077, H263 1.079
247 C -2.88873 3.60118 -4.59838  C246 1.542, C248 1.569, C249 1.606, N250 1.457
248 C -2.15124 2.48543 -3.77725  C247 1.569, H264 1.100, H265 1.080, H266 1.118
249 C -1.91163 4.87129 -4.49925  C247 1.606, H267 1.101, H268 1.056, H269 1.098
250 N -4.22773 3.70147 -4.03154  C242 1.475, C247 1.457, O251 1.437
251 O -4.14573 4.23188 -2.69800  N250 1.437, H270 0.978
252 H -4.01298 6.31434 -4.12630  C241 1.070
253 H -4.41743 6.20382 -5.85561  C241 1.104
254 H -5.61996 6.69472 -4.70945  C241 1.086
255 H -7.27191 5.14163 -4.38552  C243 1.094
256 H -6.82549 3.53120 -3.58668  C243 1.095
257 H -6.25298 5.10374 -2.97632  C243 1.091
258 H -5.81298 2.76618 -5.75675  C244 1.093
259 H -6.31558 4.29137 -6.56520  C244 1.127
260 H -4.28813 3.14412 -7.80880  C245 1.114
261 H -3.82278 4.68960 -7.11097  C245 1.071
262 H -2.12080 3.13035 -6.54668  C246 1.077
263 H -3.28481 1.99379 -5.88004  C246 1.079
264 H -1.19172 2.31506 -4.28843  C248 1.100
265 H -2.73148 1.59284 -3.59387  C248 1.080
266 H -1.91928 2.95885 -2.79130  C248 1.118
267 H -0.87136 4.62163 -4.75991  C249 1.101
268 H -1.78501 5.23540 -3.51574  C249 1.056
269 H -2.18662 5.66889 -5.20276  C249 1.098
270 H -4.09626 3.46391 -2.09449  O251 0.978
271 C 4.97604 0.05035 -0.48452  C272 1.439, C275 1.387, H276 1.067
272 C 5.01456 1.48525 -0.38708  C271 1.439, C273 1.367, H277 1.060
273 C 4.59479 2.05259 -1.55732  C272 1.367, N274 1.381, H278 1.038
274 N 4.37637 1.00176 -2.42563  C273 1.381, C275 1.367, H279 0.994
275 C 4.57046 -0.19213 -1.78885  C271 1.387, N274 1.367, H280 1.101
276 H 5.31262 -0.47462 0.38145  C271 1.067
277 H 5.24072 1.96274 0.53147  C272 1.060
278 H 4.49757 3.06768 -1.75361  C273 1.038
279 H 4.27058 1.13000 -3.40555  N274 0.994
280 H 4.51528 -1.13113 -2.36131  C275 1.101

## Properties
**Energy**: -4568.431781 Eh
**Max |F|**: 0.0887 hartree/bohr
**Charge**: 0
**Orbital gap**: 8.4 eV
**SMILES**: CC1(C)CCCC(C)(C)N1O.CC1(C)CCCC(C)(C)N1O.CC1(C)CCCC(C)(C)N1O.CC1(C)CCCC(C)(C)N1O.CC1(C)CCCC(C)(C)N1O.CC1(C)CCCC(C)(C)N1O.CC1(C)CCCC(C)(C)N1O.CC1(C)CCCC(C)(C)N1O.CC1(C)CCCC(C)(C)N1O.c1cc[nH]c1
**Highest occupied orbital energy**: -8.02 eV